1.
Molecular formula: C4H11BrLiO3
Method: DFT, ωB97M-V/def2-TZVPD

## Properties
HOMO energy = -2.99 eV
ΔE to the lowest compared entry with this formula, charge and spin = 112.8 kcal per mole
Multiplicity = 1
LUMO energy = 2.4559 eV
Net charge = -1
Gap between HOMO and LUMO = 5.45 eV

Last column: Mulliken charge in e.
Atoms and positions in Å:
Li: 0.15 -0.75 0.68  0.815
Br: 0.05 -2.57 1.69  -0.855
C: 1.54 -0.61 -2.57  -1.180
C: 0.87 -0.24 -1.27  0.265
O: 0.87 -1.31 -0.37  -0.780
H: 1.10 -0.19 -3.47  0.351
H: 1.48 -1.69 -2.74  0.283
H: 2.60 -0.35 -2.51  0.244
H: -0.14 0.05 -1.56  0.012
H: 0.97 0.81 -0.98  0.089
C: -1.59 0.10 1.71  -0.794
C: -0.59 1.29 1.52  -0.212
O: 0.56 0.85 1.03  -0.561
O: -1.64 -0.61 0.42  -0.530
H: -2.54 0.52 2.04  0.350
H: -1.27 -0.72 2.35  0.244
H: -0.39 1.63 2.54  0.302
H: -0.96 2.06 0.85  0.354
H: 0.96 1.70 0.84  0.309
H: -2.03 0.01 -0.20  0.292

---

2.
Molecular formula: C4H11Cl2KOP
Method: DFT, ωB97M-V/def2-TZVPD

## Properties
HOMO energy = -14.11 eV
Multiplicity = 1
LUMO energy = -3.0124 eV
Net charge = +1
Gap between HOMO and LUMO = 11.10 eV

Last column: Mulliken charge in e.
Atoms and positions in Å:
K: 1.62 -0.98 -1.58  1.059
C: -1.56 -0.68 0.40  -1.184
P: -0.09 -0.87 1.41  1.085
C: -0.02 0.54 2.49  -1.063
C: -0.37 -2.30 2.43  -1.067
O: 1.16 -1.01 0.56  -0.949
H: -2.45 -0.58 1.02  0.350
H: -1.68 -1.55 -0.24  0.353
H: -1.46 0.22 -0.21  0.355
H: -0.94 0.63 3.08  0.363
H: 0.12 1.44 1.89  0.321
H: 0.83 0.43 3.16  0.346
H: -1.28 -2.19 3.02  0.364
H: 0.48 -2.42 3.10  0.346
H: -0.45 -3.19 1.81  0.326
Cl: 0.26 2.20 -5.82  -0.105
C: 1.28 2.65 -4.48  -0.302
Cl: 1.37 1.34 -3.23  -0.175
H: 0.87 3.52 -3.99  0.285
H: 2.29 2.81 -4.83  0.291

---

3.
Molecular formula: C4H11ClN
Method: DFT, ωB97M-V/def2-TZVPD

## Properties
HOMO energy = -14.97 eV
ΔE to the lowest compared entry with this formula, charge and spin = 23.7 kcal per mole
Multiplicity = 1
LUMO energy = -3.2832 eV
Net charge = +1
Gap between HOMO and LUMO = 11.69 eV
SMILES string = C[C@@H]([NH3+])[C@@H](C)Cl

Last column: Mulliken charge in e.
Atoms and positions in Å:
C: -0.82 0.42 1.69  -1.236
C: -0.59 -0.23 0.29  -0.390
N: -1.44 0.47 -0.70  -0.225
C: 1.10 0.19 -0.28  0.187
C: 1.53 -1.13 -0.89  -1.309
Cl: 0.98 1.61 -1.32  -0.220
H: -1.45 -0.13 2.38  0.345
H: 0.10 0.39 2.08  0.391
H: -1.08 1.57 1.62  0.391
H: -0.50 -1.21 0.22  0.609
H: -1.68 0.01 -1.55  0.353
H: -0.78 1.21 -0.95  0.228
H: -2.30 0.85 -0.10  0.406
H: 1.68 0.33 0.68  0.362
H: 1.02 -1.37 -1.77  0.384
H: 1.58 -2.01 -0.19  0.366
H: 2.64 -0.98 -1.20  0.355

---

4.
Molecular formula: C4H11CrO2
Method: DFT, ωB97M-V/def2-TZVPD

## Properties
HOMO energy (spin up / spin down) = -5.85 / -9.01 eV
Multiplicity = 6
LUMO energy (spin up / spin down) = 0.1136 / 0.0087 eV
⟨S²⟩ = 8.76
Gap between HOMO and LUMO (spin up / spin down) = 5.96 / 9.02 eV

Last column: Mulliken charge in e.
Atoms and positions in Å:
C: -1.20 2.78 -1.57  -0.891
H: -2.29 2.72 -1.63  0.283
H: -0.97 3.18 -0.57  0.203
H: -0.76 3.47 -2.30  0.283
Cr: 1.33 0.84 -0.34  0.467
O: 0.49 -0.33 -1.60  -0.864
H: -0.83 1.74 -1.85  0.155
C: 1.03 -0.72 2.40  -0.728
O: 0.66 -0.53 1.05  -0.138
C: 0.31 -1.73 0.35  -0.425
C: -0.28 -1.31 -0.98  -0.353
H: 1.28 0.26 2.82  0.238
H: 0.20 -1.16 2.96  0.260
H: 1.91 -1.39 2.48  0.323
H: -0.41 -2.31 0.96  0.336
H: 1.22 -2.34 0.22  0.293
H: -1.31 -0.94 -0.80  0.257
H: -0.38 -2.23 -1.60  0.301

---

5.
Molecular formula: C4H11CuNO9S2
Method: DFT, ωB97M-V/def2-TZVPD

## Properties
HOMO energy = 3.24 eV
ΔE to the lowest compared entry with this formula, charge and spin = 9.2 kcal per mole
Multiplicity = 1
LUMO energy = 5.6389 eV
Net charge = -3
Gap between HOMO and LUMO = 2.40 eV

Last column: Mulliken charge in e.
Atoms and positions in Å:
Cu: -0.96 -0.94 1.48  0.464
S: -3.70 -1.57 0.74  1.184
O: -2.63 -2.58 0.57  -0.756
O: -4.67 -1.49 -0.35  -0.766
O: -4.39 -1.81 2.02  -0.730
O: -2.97 -0.25 0.82  -0.745
S: -0.57 -2.11 3.91  1.301
O: 0.41 -2.27 2.78  -0.810
O: -1.40 -0.92 3.63  -0.695
O: -1.40 -3.32 3.98  -0.716
O: 0.27 -1.87 5.12  -0.818
C: 0.76 -0.69 -1.14  -1.650
C: 1.06 0.66 -0.47  0.744
C: 1.40 1.79 -1.42  -0.661
O: 2.51 1.45 -2.26  -0.303
C: 2.62 2.35 -3.33  -0.770
N: 0.00 0.97 0.47  -0.463
H: -0.17 -0.70 -1.71  0.360
H: 0.70 -1.51 -0.42  0.408
H: 1.52 -0.97 -1.88  0.347
H: 1.96 0.43 0.11  0.152
H: 1.66 2.65 -0.79  0.290
H: 0.57 2.15 -2.04  0.333
H: 1.80 2.17 -4.04  0.319
H: 3.50 2.07 -3.92  0.256
H: 2.68 3.38 -2.97  0.287
H: -0.88 1.22 0.03  0.241
H: 0.32 1.68 1.11  0.195

---

6.
Molecular formula: C4H11F3O2P2S3
Method: DFT, ωB97M-V/def2-TZVPD

## Properties
HOMO energy = -6.75 eV
Multiplicity = 1
LUMO energy = -2.0988 eV
Gap between HOMO and LUMO = 4.65 eV

Last column: Mulliken charge in e.
Atoms and positions in Å:
S: -2.08 -3.49 2.38  -0.191
P: -1.68 -2.05 3.53  0.259
S: 0.19 -1.05 2.94  -0.089
P: -0.05 1.14 2.87  0.217
S: -1.83 1.69 2.46  -0.244
H: -2.54 -0.95 3.61  0.105
H: -1.28 -2.32 4.83  0.128
H: 0.50 -1.49 1.69  0.390
H: 0.36 1.63 4.11  0.164
H: 0.93 1.47 1.94  0.137
C: 0.13 2.00 -2.69  -0.961
C: 1.16 0.98 -3.17  -0.308
O: 1.76 0.19 -2.17  -0.378
C: 1.03 -1.02 -1.75  0.239
O: 0.52 -1.76 -2.65  -0.813
C: -0.06 -0.62 -0.71  0.642
F: 0.34 0.37 0.19  -0.238
F: -0.29 -1.70 0.14  -0.341
F: -1.24 -0.26 -1.15  -0.248
H: 0.47 2.49 -1.77  0.178
H: -0.01 2.77 -3.46  0.413
H: -0.85 1.56 -2.51  0.213
H: 1.99 1.54 -3.62  0.313
H: 0.74 0.35 -3.96  0.297
H: 1.82 -1.47 -1.07  0.116

---

One value per record, in order, for strongest force on any atom: 9.07; 2.31; 6.63; 1.78; 2.21; 1.99 eV/Å.